Entry 1:
Computed, not measured: a structure of composition C16H32O2P2V, with ωB97M-V/def2-TZVPD.

Results
2S+1 = 4
Energy relative to the best compared isomer or geometry (same formula, charge and spin) = 221.4 kcal per mole
HOMO (alpha / beta) = -5.14 / -5.14 eV
Lowest unoccupied orbital energy (alpha / beta) = -0.0570 / -0.4488 eV

CARTESIAN COORDINATES (ANGSTROEM)
P1 -0.257 -1.992 -1.533
P2 0.250 2.012 -1.248
C1 -0.478 -0.506 -2.702
C2 0.474 0.714 -2.583
H1 -1.553 -0.223 -2.622
H2 -0.276 -0.970 -3.695
H3 1.550 0.425 -2.598
H4 0.294 1.276 -3.521
C3 -1.328 2.785 -1.731
H5 -1.680 3.462 -0.937
H6 -2.106 2.041 -1.975
H7 -1.176 3.388 -2.636
C4 1.487 3.206 -1.831
H8 1.179 3.684 -2.762
H9 2.449 2.725 -2.023
H10 1.617 3.992 -1.084
C5 -1.537 -3.124 -2.134
H11 -1.652 -3.928 -1.398
H12 -1.255 -3.587 -3.089
H13 -2.496 -2.606 -2.253
C6 1.286 -2.789 -2.173
H14 2.108 -2.060 -2.280
H15 1.144 -3.251 -3.158
H16 1.580 -3.584 -1.463
V1 -1.134 0.219 4.146
C7 0.673 1.894 0.451
C8 -0.811 1.570 0.595
C9 -1.399 0.177 0.483
C10 -1.080 -1.234 1.086
C11 -0.046 -2.297 0.192
C12 1.345 -2.033 0.414
C13 1.807 -0.603 0.112
C14 1.624 0.661 1.019
C15 0.492 -1.260 3.706
H17 1.097 2.842 0.848
H18 -1.522 2.370 0.834
H19 -0.886 0.052 -0.477
H20 -2.501 0.256 0.278
H21 -0.528 -1.081 2.058
H22 -2.041 -1.765 1.255
H23 -0.415 -3.314 0.431
H24 2.076 -2.677 0.902
H25 1.219 -0.301 -0.748
H26 2.748 -0.596 -0.401
H27 1.169 0.135 1.887
H28 2.608 1.137 1.245
H29 1.465 -0.754 3.996
H30 0.644 -2.006 2.848
H31 -0.350 -1.533 4.452
O1 -1.780 2.923 6.499
C16 -1.473 2.300 5.512
O2 -0.342 1.855 5.051
H32 -2.283 1.972 4.755

Cartesian forces, eV/Å:
1.07 -0.54 -3.37
-0.39 0.61 0.08
0.00 -0.38 0.17
-0.13 -0.39 0.03
0.81 -0.09 -0.20
-0.34 0.30 0.45
-0.78 0.07 0.07
0.12 0.12 0.49
-0.08 0.87 -0.74
0.18 -0.41 -0.38
0.42 0.16 0.47
-0.05 0.04 -0.13
0.18 0.60 -1.24
0.10 0.10 -0.10
-0.01 -0.05 0.24
-0.01 -0.12 0.00
-0.54 -0.18 -0.36
-0.04 0.21 -0.15
-0.12 0.27 0.20
0.11 -0.18 0.05
-0.03 -0.16 -0.44
-0.35 -0.34 0.36
-0.28 0.23 -0.08
-0.13 0.66 -0.40
1.85 0.17 -1.28
1.20 -3.11 1.31
-1.27 0.66 2.17
0.50 -0.96 -2.21
0.10 -0.04 0.89
-0.96 2.40 4.24
1.73 1.41 1.29
-0.98 -0.56 -0.95
-0.14 0.34 0.01
-0.51 1.29 -0.47
-0.66 -0.51 -0.14
0.49 -0.30 0.31
-0.94 -1.33 -0.91
0.99 0.08 0.07
-0.93 -0.48 -1.21
0.34 0.19 0.03
0.33 0.40 -0.36
-0.55 -0.23 -0.23
-0.72 -0.14 -0.54
1.31 -0.07 0.27
0.18 1.57 0.03
-0.67 -0.62 0.13
-1.36 -1.00 0.50
-0.22 0.89 1.79
1.59 -0.92 0.15
0.26 -0.20 -0.66
0.49 -0.34 -0.31
-0.47 -0.13 0.68
-0.70 0.15 0.32

These are the natural (NBO) partial charges, in e, on atoms 1 to 4: atom 1 (P): 1.550, atom 2 (P): 1.664, atom 3 (C): -0.701, atom 4 (C): -0.731

***

Entry 2:
Computed, not measured: a cluster of 2 separate species, C5H11NO2 in total, with ωB97M-V/def2-TZVPD.

Results
Energy relative to the best compared isomer or geometry (same formula, charge and spin) = 43.1 kcal per mole
HOMO = -8.32 eV
SMILES string = C=C(C)NC.O=CO
Lowest unoccupied orbital energy = 0.8607 eV

CARTESIAN COORDINATES (ANGSTROEM)
C1 1.601 -0.945 0.316
C2 0.947 0.117 -0.211
C3 1.753 1.308 -0.681
N1 -0.366 0.014 -0.750
C4 -1.020 -1.238 -1.111
H1 2.633 -0.848 0.635
H2 1.076 -1.847 0.606
H3 2.298 1.741 0.163
H4 2.478 1.013 -1.446
H5 1.116 2.094 -1.098
H6 -0.609 0.785 -1.371
H7 -0.345 -1.895 -1.664
H8 -1.894 -1.021 -1.729
H9 -1.361 -1.754 -0.212
O1 -2.247 1.609 1.275
C5 -1.415 0.749 1.484
O2 -1.723 -0.410 2.106
H10 -0.231 0.895 1.457
H11 -2.691 -0.368 2.229

Cartesian forces, eV/Å:
-0.85 0.73 0.63
0.27 -1.99 -2.24
-0.30 0.52 0.48
0.58 0.82 -0.21
0.32 0.18 0.39
-0.13 0.05 -0.08
0.05 -0.03 -0.18
0.03 0.00 -0.18
-0.20 -0.02 0.13
0.06 -0.07 0.07
0.22 -0.36 0.42
0.04 -0.09 -0.01
0.16 0.05 0.13
0.00 -0.11 -0.04
0.95 -1.01 -0.30
1.44 1.79 1.38
-0.16 0.06 -0.50
-2.73 -0.39 0.12
0.25 -0.14 -0.03

These are the natural (NBO) partial charges, in e, on atoms 1 to 4: atom 1 (C): -0.512, atom 2 (C): 0.174, atom 3 (C): -0.655, atom 4 (N): -0.631

***

Entry 3:
Computed, not measured: a cluster of 5 separate species, C24H49I2NO12P in total, with ωB97M-V/def2-TZVPD.

Results
Net charge = +1
HOMO = -11.52 eV
Lowest unoccupied orbital energy = -2.5022 eV

CARTESIAN COORDINATES (ANGSTROEM)
C1 1.430 -0.549 1.712
C2 0.693 -1.825 1.312
I1 2.043 -3.487 1.542
C3 0.114 -1.967 -0.102
I2 1.261 -1.169 -1.694
N1 -1.307 -1.413 -0.212
C4 -1.373 0.090 -0.073
C5 -2.358 0.526 0.985
O1 -2.225 -0.293 2.134
C6 -2.798 -1.566 1.959
C7 -4.320 -1.500 2.069
O2 -2.322 -2.363 3.022
C8 -2.267 -2.232 0.644
P1 -3.605 -2.849 -0.551
O3 -2.537 -3.441 -1.648
O4 -4.002 -4.200 0.277
H1 0.765 0.321 1.736
H2 1.816 -0.662 2.730
H3 2.284 -0.350 1.059
H4 -0.098 -2.031 2.035
H5 0.007 -3.024 -0.356
H6 -1.561 -1.613 -1.189
H7 -1.626 0.506 -1.049
H8 -0.376 0.442 0.182
H9 -3.394 0.552 0.634
H10 -2.083 1.542 1.285
H11 -4.800 -1.011 1.218
H12 -4.740 -2.497 2.214
H13 -4.537 -0.915 2.969
H14 -1.823 -1.804 3.616
H15 -1.698 -3.114 0.967
H16 -2.154 -4.291 -1.406
H17 -3.532 -4.364 1.097
O5 -2.431 0.083 -2.868
C9 -2.231 0.131 -4.062
O6 -1.152 -0.503 -4.528
C10 -0.918 -0.698 -5.937
C11 -0.288 0.524 -6.563
C12 -3.110 0.915 -4.994
H18 -1.848 -0.976 -6.434
H19 -0.257 -1.561 -5.985
H20 -0.940 1.395 -6.494
H21 -0.074 0.343 -7.617
H22 0.647 0.760 -6.053
H23 -2.730 1.938 -5.045
H24 -4.113 0.939 -4.577
H25 -3.151 0.515 -6.002
O7 1.336 2.756 3.093
C13 0.307 3.344 3.295
O8 0.245 4.654 3.011
C14 -0.972 5.411 3.083
C15 -1.242 5.929 4.478
C16 -0.894 2.637 3.882
H26 -1.808 4.828 2.694
H27 -0.809 6.237 2.393
H28 -1.401 5.117 5.188
H29 -2.131 6.559 4.477
H30 -0.397 6.522 4.827
H31 -0.855 2.693 4.970
H32 -0.815 1.594 3.585
H33 -1.854 3.025 3.550
O9 7.150 -7.282 5.203
C17 6.040 -6.839 5.162
O10 5.887 -5.520 4.887
C18 4.615 -4.926 4.637
C19 3.910 -4.502 5.908
C20 4.821 -7.680 5.464
H34 3.994 -5.589 4.030
H35 4.843 -4.053 4.025
H36 3.676 -5.358 6.542
H37 2.978 -3.989 5.669
H38 4.545 -3.825 6.478
H39 4.644 -7.647 6.539
H40 5.049 -8.705 5.186
H41 3.915 -7.366 4.953
O11 -1.075 3.984 -6.618
C21 0.030 4.217 -6.208
O12 0.154 4.995 -5.117
C22 1.408 5.218 -4.458
C23 2.190 6.352 -5.084
C24 1.266 3.674 -6.886
H42 1.988 4.295 -4.418
H43 1.129 5.467 -3.436
H44 2.474 6.127 -6.112
H45 3.100 6.539 -4.513
H46 1.590 7.261 -5.090
H47 1.624 4.374 -7.640
H48 0.979 2.756 -7.388
H49 2.085 3.461 -6.204

Cartesian forces, eV/Å:
-0.03 0.00 0.11
0.29 0.04 0.02
0.01 -0.03 0.05
-0.38 -0.06 0.17
0.22 0.02 -0.04
0.21 0.11 0.23
0.12 0.41 -0.07
0.04 0.29 0.11
0.09 0.05 0.05
0.14 -0.12 0.04
0.07 0.21 0.26
-0.20 -0.20 -0.43
-0.24 0.02 -0.16
0.14 -0.39 0.14
-0.14 0.22 -0.24
-0.28 0.30 -0.22
0.18 -0.11 -0.02
-0.07 -0.01 -0.18
-0.19 0.02 0.04
0.03 -0.05 -0.15
-0.04 0.23 0.06
-0.02 0.06 -0.13
-0.03 -0.17 0.12
-0.15 -0.17 0.02
0.10 -0.09 -0.04
-0.15 -0.16 -0.02
0.05 -0.14 0.02
0.02 0.10 -0.14
0.01 -0.13 -0.14
0.14 0.32 0.39
-0.11 0.13 -0.10
0.09 -0.24 0.02
0.16 -0.19 0.23
-0.10 -0.09 0.25
0.15 -0.03 -0.23
-0.10 -0.18 0.07
-0.04 0.14 -0.20
0.04 0.02 0.09
-0.13 -0.09 0.06
-0.01 -0.02 0.04
0.03 0.03 0.06
0.02 -0.01 -0.08
0.01 -0.03 0.00
0.03 -0.03 -0.03
0.01 0.02 -0.03
0.02 0.05 0.04
0.03 0.04 0.00
0.07 -0.12 -0.08
-0.06 0.06 0.09
0.02 -0.06 -0.09
-0.08 0.10 0.05
0.07 -0.05 0.03
-0.09 -0.07 -0.25
0.02 0.00 0.01
0.01 0.01 0.01
-0.03 0.00 -0.02
0.00 0.01 -0.01
-0.01 0.02 0.00
0.03 0.03 0.01
-0.02 -0.04 0.13
0.01 0.05 0.08
0.08 -0.07 0.02
-0.06 0.05 0.05
0.01 -0.01 -0.08
-0.09 0.07 -0.02
0.07 -0.05 0.05
0.00 -0.03 -0.13
0.01 0.00 0.01
0.00 0.00 0.01
-0.03 0.00 -0.02
0.00 0.01 -0.01
-0.01 0.02 0.00
-0.01 0.01 0.01
0.04 -0.01 0.05
0.00 0.02 0.04
-0.10 -0.10 -0.01
0.10 0.06 0.00
-0.03 -0.09 0.05
0.10 0.07 0.03
-0.06 0.00 -0.07
0.05 -0.15 0.09
-0.01 0.01 0.00
-0.01 0.02 -0.01
0.02 -0.02 0.02
0.00 0.00 0.01
0.01 0.01 0.01
-0.07 0.09 0.03
0.00 0.05 -0.10
0.02 0.04 -0.03

These are the Mulliken partial charges, in e, on atoms 1 to 4: atom 1 (C): -1.040, atom 2 (C): 0.216, atom 3 (I): 0.179, atom 4 (C): -1.493

***

Entry 4:
Computed, not measured: a structure of composition C44H84Br2N4O5P2S3, with ωB97M-V/def2-TZVPD.

Results
2S+1 = 3
HOMO = -8.19 eV
Lowest unoccupied orbital energy = -0.6912 eV

CARTESIAN COORDINATES (ANGSTROEM)
C1 -3.322 -1.129 7.714
C2 -4.034 0.371 7.668
C3 -4.240 0.796 6.090
C4 -5.173 -0.358 5.320
C5 -5.942 0.320 4.025
C6 -5.168 -0.031 2.584
C7 -6.100 0.508 1.316
C8 -5.092 0.958 0.102
N1 -4.318 -0.256 -0.451
C9 -4.886 -0.446 -1.840
C10 -4.209 -1.660 -2.710
C11 -4.554 -1.468 -4.332
C12 -4.302 -2.850 -5.183
C13 -2.699 -3.257 -5.053
C14 -2.372 -4.314 -6.265
C15 -1.216 -3.599 -7.213
C16 -1.506 -4.172 -8.757
C17 -2.877 0.209 -0.462
S1 -1.871 0.040 0.939
S2 -2.040 1.049 -1.947
C18 -1.984 2.926 -1.626
C19 -0.377 3.339 -1.836
C20 -0.224 4.370 -3.101
C21 1.283 5.005 -3.295
P1 2.256 5.606 -1.747
S3 2.793 4.106 -0.563
C22 2.444 4.055 -4.034
O1 2.635 2.734 -3.972
N2 3.283 5.087 -4.816
C23 2.565 6.410 -5.156
Br1 3.402 8.119 -4.422
P2 2.501 6.867 -7.049
O2 1.345 5.880 -7.897
Br2 4.656 6.425 -7.747
C24 1.049 6.044 -4.551
C25 0.034 7.320 -4.383
C26 -1.443 7.078 -5.128
O3 -1.621 6.279 -6.188
H1 -2.751 -1.334 8.716
H2 -2.620 -1.236 6.782
H3 -4.199 -1.909 7.625
H4 -5.106 0.375 8.180
H5 -3.336 1.160 8.187
H6 -3.219 0.865 5.520
H7 -4.765 1.845 5.990
H8 -4.511 -1.292 5.010
H9 -6.004 -0.659 6.097
H10 -5.970 1.503 4.071
H11 -7.035 -0.136 3.891
H12 -4.173 0.622 2.619
H13 -4.962 -1.182 2.554
H14 -6.879 -0.292 0.941
H15 -6.722 1.466 1.642
H16 -5.751 1.483 -0.727
H17 -4.294 1.771 0.435
H18 -4.829 0.526 -2.497
H19 -6.043 -0.697 -1.725
H20 -3.055 -1.695 -2.494
H21 -4.667 -2.708 -2.422
H22 -5.660 -1.096 -4.508
H23 -3.858 -0.591 -4.730
H24 -4.901 -3.785 -4.784
H25 -4.557 -2.705 -6.317
H26 -2.104 -2.237 -5.188
H27 -2.409 -3.667 -3.991
H28 -2.085 -5.388 -5.898
H29 -3.344 -4.415 -6.915
H30 -1.388 -2.429 -7.276
H31 -0.119 -3.847 -6.888
H32 -1.342 -5.332 -8.716
H33 -2.641 -3.968 -8.963
H34 -0.767 -3.597 -9.463
H35 -2.657 3.509 -2.414
H36 -2.383 3.217 -0.555
H37 -0.092 3.947 -0.854
H38 0.303 2.393 -1.969
H39 -1.081 5.162 -3.010
H40 -0.446 3.737 -4.080
H41 3.527 6.160 -2.232
H42 1.546 6.628 -0.979
H43 3.224 4.624 -5.772
H44 0.876 6.518 -8.543
H45 0.677 5.291 -5.399
H46 -0.150 7.637 -3.259
H47 0.487 8.276 -4.922
H48 -2.403 7.667 -4.746
C27 -2.109 -6.804 3.635
C28 -1.687 -5.364 4.051
C29 -0.152 -5.268 4.288
C30 0.332 -5.800 5.631
C31 -0.502 -5.241 6.781
C32 -2.019 -5.488 6.574
N3 -2.499 -4.967 5.246
O4 -2.515 -3.563 5.315
C33 -2.297 -7.012 6.710
C34 -2.805 -4.871 7.772
C35 -1.984 -4.507 2.771
H49 -3.053 -7.105 4.112
H50 -2.298 -6.896 2.560
H51 -1.352 -7.543 3.891
H52 0.160 -4.214 4.228
H53 0.387 -5.787 3.488
H54 0.311 -6.897 5.633
H55 1.383 -5.517 5.780
H56 -0.167 -5.701 7.723
H57 -0.299 -4.167 6.881
H58 -3.359 -7.232 6.554
H59 -2.032 -7.363 7.713
H60 -1.717 -7.628 6.023
H61 -2.631 -3.797 7.883
H62 -2.499 -5.332 8.717
H63 -3.880 -5.034 7.657
H64 -3.058 -4.479 2.544
H65 -1.472 -4.925 1.898
H66 -1.625 -3.474 2.864
C36 7.738 1.262 -2.245
C37 6.945 1.634 -0.957
C38 6.917 3.173 -0.732
C39 8.183 3.764 -0.124
C40 8.630 2.973 1.101
C41 8.787 1.461 0.795
N4 7.539 0.875 0.191
O5 6.569 0.791 1.205
C42 10.007 1.270 -0.151
C43 9.220 0.717 2.096
C44 5.471 1.216 -1.297
H67 8.357 0.365 -2.097
H68 7.084 1.013 -3.088
H69 8.390 2.070 -2.572
H70 6.086 3.426 -0.055
H71 6.703 3.689 -1.674
H72 8.981 3.799 -0.876
H73 7.997 4.805 0.169
H74 9.582 3.387 1.468
H75 7.903 3.125 1.910
H76 10.143 0.213 -0.407
H77 10.927 1.614 0.336
H78 9.938 1.839 -1.078
H79 8.504 0.842 2.913
H80 10.178 1.103 2.464
H81 9.345 -0.353 1.909
H82 5.380 0.130 -1.434
H83 5.137 1.695 -2.223
H84 4.758 1.526 -0.523

Cartesian forces, eV/Å:
-1.06 0.42 -0.08
0.42 0.00 -0.76
-0.33 -0.73 -0.17
-0.31 1.33 0.26
0.25 -0.87 -1.33
-0.77 1.12 1.00
1.00 0.35 0.20
-1.01 0.98 0.86
1.23 2.60 -1.68
-0.83 -1.05 -1.64
-0.65 -0.21 -0.32
0.17 0.20 0.18
1.16 0.02 0.84
-0.67 0.37 -0.36
0.53 1.34 0.05
-1.14 -0.85 -1.35
0.50 0.34 1.62
0.86 -0.34 2.27
-2.40 0.27 -3.12
-1.24 0.26 0.74
0.41 0.88 -0.03
-0.63 1.17 0.68
0.06 -1.83 0.24
-0.69 0.24 -1.95
0.91 -1.18 0.89
-0.44 0.76 -0.56
0.05 -3.76 0.90
-1.10 8.94 -0.79
-2.02 -1.77 -1.68
-1.70 -2.76 1.12
-0.51 -1.49 -0.38
-1.17 1.03 -0.90
1.17 1.69 0.38
-1.13 -0.45 0.48
0.54 0.19 -1.04
-0.67 0.09 -0.48
-0.50 -3.28 -4.32
1.43 4.75 6.51
-1.04 0.49 -1.95
-1.25 0.07 1.93
1.93 1.35 0.08
2.37 -0.07 -0.94
-1.44 -1.48 -0.90
-1.75 -0.11 1.23
0.93 -2.07 0.31
-1.53 1.96 0.67
1.69 0.30 -1.52
-0.18 -2.49 0.22
2.22 1.17 0.56
-1.99 -1.79 -0.32
-0.18 2.33 -0.20
1.69 1.47 0.71
1.35 -1.95 -0.59
1.45 -1.18 1.38
-1.92 -1.69 -0.28
0.07 -1.63 1.29
2.48 0.56 -0.05
-2.18 0.06 -0.65
0.97 2.13 -0.24
2.09 -0.79 0.66
-1.37 -1.95 0.64
0.85 2.09 -0.70
0.48 -0.15 2.17
-1.06 -2.29 0.18
-0.80 0.72 -2.04
-0.34 2.13 -0.66
1.88 0.12 1.22
0.41 -2.46 0.45
-2.16 0.55 -0.50
-0.18 2.26 -0.47
2.30 -0.27 0.02
-1.66 -1.44 0.97
1.34 -1.48 1.57
0.98 -0.84 -2.13
-0.30 -1.59 -2.09
-1.35 2.00 0.39
1.96 -1.10 -0.19
0.49 1.45 1.86
-1.61 0.11 0.02
0.36 -0.41 -1.18
1.34 0.34 1.37
1.12 -1.38 1.58
0.28 1.91 1.65
0.36 -0.80 -2.28
-0.87 -2.00 1.07
2.11 -1.05 -0.58
-0.35 -0.32 0.26
-0.01 -0.84 -1.92
0.00 0.42 0.42
0.02 -0.20 0.06
0.01 0.09 -0.22
-0.30 -1.08 1.56
1.78 4.72 0.48
-0.45 -3.74 -0.17
0.05 -0.05 -0.35
0.15 0.50 -0.59
-0.24 0.61 0.82
0.34 0.15 -0.04
0.24 0.22 0.17
0.02 -0.09 0.06
-0.31 -0.14 -0.05
-0.31 0.03 -0.08
-0.04 0.11 0.07
-0.16 -0.08 -0.09
-0.34 0.06 -0.18
-0.24 -0.08 -0.10
0.16 0.09 -0.01
-0.05 0.31 -0.09
-0.11 0.10 -0.03
-0.04 -0.16 -0.24
0.09 -0.15 -0.34
0.08 0.03 -0.08
0.22 -0.03 0.15
0.00 -0.24 0.33
-0.22 -0.22 0.17
0.43 -0.32 -0.03
-0.72 -0.09 -1.97
-0.03 0.00 0.62
0.18 0.01 -0.11
-0.21 0.00 -0.09
1.83 -0.15 0.38
-3.20 1.54 3.57
2.66 -0.25 -2.67
-0.20 0.03 -0.28
-0.76 0.07 -0.09
0.15 -0.22 1.00
-0.16 0.32 0.07
-0.07 0.24 0.28
0.11 0.03 -0.03
0.07 -0.29 -0.16
-0.08 -0.31 -0.04
-0.02 -0.04 0.13
0.01 -0.15 -0.11
-0.14 -0.35 -0.08
0.01 -0.24 -0.13
-0.08 0.16 0.05
-0.28 -0.07 0.15
-0.09 -0.12 0.05
-0.06 -0.05 -0.27
-0.13 0.08 -0.34
-0.08 0.08 -0.04
0.13 0.22 0.08
0.36 0.05 0.09
0.31 -0.17 -0.06

These are the Mulliken partial charges, in e, on atoms 1 to 4: atom 1 (C): -0.614, atom 2 (C): -0.584, atom 3 (C): -0.613, atom 4 (C): 0.021